No. 1
5
Properties=species:S:1:pos:R:3 method="wB97M-V/def2-TZVPD" gap_ev=9.20 total_energy_ev=-6531.6350 lumo_ev=-0.402 largest_force_ev_per_a=3.25 multiplicity=1 smiles="N#N.N=O"
N 0.95 -0.54 1.04
N 1.40 -0.94 0.11
N -0.89 0.59 0.03
O -1.53 -0.07 -0.74
H 0.06 0.96 -0.44

=====

No. 2
37
Properties=species:S:1:pos:R:3 method="wB97M-V/def2-TZVPD" gap_ev=7.09 total_energy_ev=-21010.6674 lumo_ev=-0.756 largest_force_ev_per_a=8.95 multiplicity=1
N 12.64 47.65 43.33
H 11.68 47.92 42.96
H 12.94 48.32 44.05
H 12.98 47.74 42.42
H 12.47 46.71 43.56
B 16.46 48.50 43.47
H 17.16 47.56 43.84
H 17.24 49.45 43.38
H 15.86 48.10 42.40
H 15.56 48.80 44.37
O 12.62 47.16 46.56
H 11.81 46.86 46.46
H 12.78 47.12 47.52
O 13.25 45.16 40.99
H 14.22 44.72 41.07
H 12.71 44.88 41.61
O 9.86 48.73 41.14
H 9.35 48.15 40.67
H 9.98 49.42 40.48
O 14.72 46.05 45.23
H 15.31 46.84 44.95
H 14.10 46.47 45.91
O 12.16 51.48 44.35
H 12.61 51.12 43.56
H 12.57 50.91 44.98
O 10.64 44.79 42.97
H 10.40 44.31 41.92
H 10.81 44.07 43.64
O 13.06 50.31 46.60
H 12.98 49.30 46.60
H 12.73 50.65 47.42
O 13.52 43.90 43.92
H 13.14 43.43 44.56
H 14.12 44.48 44.65
O 13.29 50.22 42.00
H 14.12 50.31 41.55
H 12.81 50.92 41.45

=====

No. 3
30
Properties=species:S:1:pos:R:3 method="wB97M-V/def2-TZVPD" gap_ev="7.28 / 3.10" total_energy_ev=-23410.4468 total_charge=+1 lumo_ev="-2.496 / -6.811" largest_force_ev_per_a=4.96 multiplicity=5 s_squared=6.021
C 1.33 1.40 -0.78
C 2.39 2.10 -0.12
C 1.74 2.98 0.77
C 0.40 3.21 0.38
C 0.10 2.18 -0.56
Os 0.15 -1.31 -1.40
P -0.36 -1.07 -3.62
H 1.43 0.51 -1.44
H 3.45 1.90 -0.25
H 2.23 3.50 1.60
H -0.84 2.02 -1.07
H -0.28 3.99 0.72
H -0.24 -2.22 -4.48
H 0.59 -0.14 -4.23
H -1.58 -0.49 -4.16
C -1.53 0.49 2.37
C -0.32 -0.32 1.94
O -0.34 -0.51 0.52
C -0.91 -2.01 0.03
C 0.05 -3.04 0.51
H -1.65 1.38 1.75
H -1.44 0.80 3.42
H -2.44 -0.12 2.29
H 0.59 0.23 2.19
H -0.29 -1.26 2.50
H -1.89 -2.11 0.48
H -1.21 -2.17 -1.22
H 0.19 -2.95 1.59
H -0.37 -4.03 0.32
H 1.01 -2.92 -0.04

=====

No. 4
76
Properties=species:S:1:pos:R:3 method="wB97M-V/def2-TZVPD" gap_ev="4.81 / 2.18" total_energy_ev=-180780.8034 lumo_ev="-4.435 / -7.058" largest_force_ev_per_a=10.64 multiplicity=6 s_squared=8.786
Fe -2.75 -1.15 -0.38
C -6.29 1.15 5.25
F -6.84 2.02 6.09
F -5.30 0.44 5.81
F -7.23 0.26 4.86
S -5.55 2.01 3.69
O -4.52 2.90 4.25
O -4.97 0.94 2.83
O -6.62 2.80 3.01
N 0.78 -0.11 0.09
S 1.83 -0.13 1.26
O 2.23 1.19 1.67
O 2.67 -1.35 1.47
F 0.60 -0.61 2.22
S 2.20 0.24 -0.95
O 3.14 -0.80 -1.27
O 2.67 1.63 -1.09
F 1.35 0.22 -2.27
N -4.68 0.85 -2.93
S -5.84 0.77 -3.99
O -5.52 0.87 -5.43
O -7.12 1.27 -3.43
F -5.95 -0.79 -3.77
S -4.60 2.57 -3.33
O -5.65 3.42 -2.69
O -3.90 3.08 -4.50
F -3.45 2.82 -2.26
C -0.01 6.72 2.48
N 1.07 7.38 1.71
O 2.15 6.85 1.69
O 0.81 8.41 1.03
H -0.83 6.42 1.83
H -0.24 7.38 3.31
H 0.37 5.75 2.79
C 0.15 -0.64 -9.40
N 0.80 -0.90 -10.67
O 0.70 0.00 -11.54
O 1.15 -2.06 -10.85
H -0.90 -0.39 -9.52
H 0.71 0.18 -8.95
H 0.49 -1.40 -8.70
C -2.16 -4.65 8.15
N -1.49 -4.74 9.46
O -0.96 -5.81 9.64
O -1.45 -3.70 10.11
H -2.07 -5.66 7.76
H -1.57 -4.02 7.49
H -3.21 -4.35 8.14
C 5.54 -1.31 8.46
N 4.19 -1.07 7.85
O 3.52 -2.08 7.67
O 3.91 0.08 7.50
H 6.15 -1.97 7.84
H 5.32 -1.67 9.47
H 6.14 -0.43 8.69
C -3.23 -5.00 -5.96
N -2.05 -4.48 -5.14
O -2.16 -3.59 -4.31
O -1.00 -5.04 -5.27
H -2.97 -5.42 -6.94
H -3.85 -4.12 -6.11
H -3.78 -5.75 -5.39
C 5.44 -6.03 0.61
N 6.42 -4.94 1.00
O 6.86 -4.25 0.13
O 6.73 -4.91 2.22
H 6.01 -6.96 0.56
H 4.99 -5.88 -0.37
H 4.76 -6.00 1.46
C 4.66 5.85 -5.16
N 3.51 6.59 -4.54
O 3.75 7.68 -3.96
O 2.37 6.23 -4.63
H 4.29 4.88 -5.48
H 5.41 5.76 -4.37
H 4.86 6.56 -5.97

=====

No. 5
15
Properties=species:S:1:pos:R:3 method="wB97M-V/def2-TZVPD" gap_ev=8.94 total_energy_ev=-9759.3604 lumo_ev=0.309 largest_force_ev_per_a=7.83 multiplicity=1
C 0.94 1.55 -0.12
C 0.12 -0.44 0.06
C -2.77 0.14 -0.14
C 1.49 -0.92 -0.21
C 2.74 -1.26 -0.04
H 0.42 2.13 -0.88
H 1.40 2.32 0.85
H 1.78 0.62 -0.48
H -0.73 -2.42 0.23
H -3.83 0.03 -0.18
H -2.11 1.14 0.69
H 3.87 -1.23 0.02
N -0.18 0.79 0.14
N -0.85 -1.32 0.25
N -2.29 -1.13 -0.22

=====

No. 6
8
Properties=species:S:1:pos:R:3 method="wB97M-V/def2-TZVPD" gap_ev="8.51 / 6.42" total_energy_ev=-14314.4634 lumo_ev="0.362 / -1.109" largest_force_ev_per_a=4.72 multiplicity=1
C 1.71 -0.86 -2.04
C -0.25 -0.19 -0.15
O 2.84 -1.11 -1.72
O 0.25 -0.38 1.01
I 0.89 -0.61 -3.97
H -1.11 -0.85 -0.28
H -0.28 0.76 -0.76
H 1.09 0.04 1.18